Record 1
DFT (the ωB97M-V functional and the def2-TZVPD basis) results for a structure of composition C36H36Cl3GeHfOP2S2Se at a distorted geometry.

Values from the calculation:
- E_tot (eV) = -240946.0622
- ΔE to the lowest compared entry with this formula, charge and spin (kJ/mol) = 192.8
- molecular weight (g mol⁻¹) = 1047.184
- HOMO level (eV) = -11.038
- charge = +1

XYZ file:
```
83
Properties=species:S:1:pos:R:3:forces:R:3:mulliken_charge:R:1
Hf -0.87566 0.18593 0.12625 2.788 0.675 0.544 -0.80
S -0.59984 -2.05070 1.43004 -0.144 0.118 -0.201 -0.60
P 1.16495 -1.89319 0.40733 0.139 -0.261 -0.897 1.89
C 1.21927 -0.30818 -0.37576 -0.135 -0.281 2.122 -0.94
P 1.77571 0.94599 0.72408 0.876 -0.102 -0.342 2.26
S 0.40501 2.42717 0.53166 -0.428 0.085 0.230 -0.55
C 1.81901 0.48862 2.48396 -0.040 0.081 -0.371 0.21
C 3.00704 0.13930 3.11429 -0.086 0.094 0.089 -0.64
C 2.96442 -0.37803 4.39600 0.143 0.100 0.053 -0.72
C 1.75096 -0.56764 5.03754 -0.076 0.118 -0.015 -0.60
C 0.56687 -0.19409 4.41971 -0.113 0.003 -0.064 -0.69
C 0.60469 0.33894 3.14524 0.152 0.207 -0.044 -0.04
C 3.46992 1.48380 0.40268 -0.343 -0.137 -0.185 0.20
C 4.01825 2.56670 1.08136 -0.070 -0.061 -0.134 -0.41
C 5.36868 2.82659 0.94571 -0.029 0.054 0.084 -0.68
C 6.16354 2.00458 0.15916 0.050 -0.070 -0.053 -0.47
C 5.60636 0.94539 -0.54130 0.139 -0.001 0.000 -0.91
C 4.25180 0.68935 -0.42506 -0.218 -0.013 0.018 -0.11
C 2.48865 -2.51399 1.49284 -0.348 0.206 -0.074 0.72
C 2.18277 -2.98342 2.76299 -0.081 -0.066 -0.232 -0.43
C 3.18278 -3.51884 3.55189 0.087 -0.149 0.025 -0.81
C 4.48118 -3.58967 3.07573 -0.056 -0.008 0.053 -0.55
C 4.78519 -3.12630 1.80254 0.067 0.032 -0.049 -0.86
C 3.78951 -2.59594 1.00311 -0.106 0.058 -0.032 -0.38
C 1.20712 -3.06669 -0.97591 0.022 0.263 0.243 0.82
C 1.16666 -4.43651 -0.74001 -0.038 0.100 -0.108 -0.55
C 1.34221 -5.31026 -1.79847 -0.013 -0.044 0.123 -0.73
C 1.56083 -4.81983 -3.07678 0.018 0.029 -0.150 -0.50
C 1.57879 -3.45555 -3.31164 0.018 -0.071 -0.113 -0.94
C 1.40001 -2.57516 -2.26090 0.014 0.109 0.042 -0.30
H 3.95050 0.26268 2.60154 0.054 -0.048 0.023 0.32
H 3.88816 -0.64495 4.88331 0.092 -0.079 0.110 0.42
H 1.71983 -1.00428 6.02266 0.032 -0.010 0.166 0.44
H -0.38289 -0.32586 4.91458 -0.065 -0.026 0.117 0.45
H -0.31385 0.66697 2.64840 0.264 -0.033 0.472 0.23
H 3.39198 3.18828 1.70586 -0.015 0.064 0.095 0.42
H 5.80541 3.66275 1.46726 0.084 0.099 0.068 0.42
H 7.22504 2.19233 0.10152 0.083 0.039 -0.078 0.41
H 6.22143 0.31204 -1.16623 0.045 0.034 -0.013 0.45
H 3.77586 -0.12449 -0.95989 0.082 0.003 -0.030 0.63
H 1.16496 -2.95011 3.12455 -0.008 0.091 0.037 0.43
H 2.93581 -3.88775 4.53592 0.040 -0.058 0.101 0.47
H 5.25341 -4.02793 3.68901 0.106 -0.002 0.059 0.43
H 5.79709 -3.19305 1.43163 0.070 -0.016 -0.045 0.48
H 4.00354 -2.26859 -0.00656 0.089 0.016 0.000 0.41
H 1.00292 -4.79896 0.26527 0.031 -0.130 0.066 0.44
H 1.32661 -6.37503 -1.63102 -0.023 -0.136 0.053 0.43
H 1.72669 -5.50267 -3.89661 -0.025 -0.090 -0.044 0.42
H 1.75173 -3.07201 -4.30680 -0.009 -0.021 -0.076 0.44
H 1.43581 -1.50400 -2.42378 0.038 -0.080 0.011 0.34
Cl -7.90236 -0.68726 1.11995 -0.244 0.012 0.006 -0.19
C -6.27502 -0.69292 0.57646 0.465 0.052 -0.080 0.45
C -5.32813 0.04596 1.27062 -0.051 -0.022 -0.127 -0.95
C -4.01472 0.01795 0.83722 -0.461 -0.688 -0.632 1.71
Cl -2.83223 0.94385 1.71314 0.002 0.414 0.669 -0.31
C -3.58063 -0.74309 -0.25633 -1.185 -0.226 -0.257 -1.01
O -2.32525 -0.76954 -0.68079 -1.423 -1.006 -0.520 -0.53
C -4.58218 -1.47711 -0.92780 0.348 0.217 0.232 0.60
Cl -4.08475 -2.44519 -2.25654 -0.066 -0.015 -0.132 -0.20
C -5.90707 -1.44518 -0.53529 0.118 0.082 0.156 -0.77
H -5.60711 0.64250 2.12455 -0.055 0.012 0.090 0.51
H -6.63862 -2.00998 -1.09216 -0.066 -0.051 0.034 0.48
C -4.62612 5.68030 -3.36134 0.115 -0.502 0.335 -1.17
Ge -4.34748 3.94332 -2.44152 0.083 0.237 -0.235 0.45
C -5.12952 3.95857 -0.61621 0.229 -0.033 -0.562 -0.91
C -5.04333 2.49752 -3.60441 0.189 0.319 0.385 -1.09
C -2.35178 3.58323 -2.30583 -0.405 -0.074 0.468 -1.08
Se -2.20414 1.70643 -1.75148 -0.501 0.771 -1.288 0.54
C -0.59983 1.19651 -2.74907 0.120 0.059 -0.104 -0.94
H -5.69184 5.85420 -3.48002 -0.144 -0.006 0.015 0.37
H -4.18013 5.66321 -4.35199 0.083 -0.049 -0.081 0.36
H -4.20705 6.51302 -2.80413 0.067 0.045 0.091 0.37
H -6.20555 3.82227 -0.67434 -0.119 -0.057 -0.041 0.38
H -4.94149 4.91359 -0.13389 0.099 0.093 0.031 0.37
H -4.71638 3.16679 0.00372 0.055 -0.127 0.064 0.15
H -6.12668 2.47053 -3.57225 -0.201 0.027 0.024 0.41
H -4.66212 1.52333 -3.30922 -0.029 -0.043 0.046 0.33
H -4.74309 2.68585 -4.63151 0.064 0.061 -0.119 0.34
H -1.80371 4.21132 -1.60701 -0.058 0.111 -0.036 0.46
H -1.90699 3.66793 -3.29740 0.024 -0.121 0.034 0.47
H -0.73437 1.46808 -3.79901 -0.127 -0.145 0.176 0.61
H -0.49562 0.10767 -2.66015 0.123 0.221 -0.187 0.15
H 0.26854 1.72260 -2.33485 -0.206 -0.256 -0.109 0.29
```
Forces are in eV/Å.


Record 2
DFT (the ωB97M-V functional and the def2-TZVPD basis) results for a structure of composition C26H47AlCl3N3O4Si at a distorted geometry.

Values from the calculation:
- E_tot (eV) = -92432.1277
- ΔE to the lowest compared entry with this formula, charge and spin (kJ/mol) = 425.6
- molecular weight (g mol⁻¹) = 627.106
- HOMO level (eV) = -7.935

XYZ file:
```
85
Properties=species:S:1:pos:R:3:forces:R:3:mulliken_charge:R:1
C -2.79804 2.11591 2.14300 0.467 0.712 -0.129 -1.12
C -3.76229 1.02412 1.89006 -2.458 -1.556 -0.537 0.54
H -3.20537 3.08911 1.84594 0.023 -0.107 0.273 0.43
H -1.86085 1.97519 1.58253 -0.617 0.194 0.206 0.14
H -2.49313 2.13412 3.19825 -0.299 0.144 -0.162 0.24
C -5.09442 1.15630 1.68519 1.988 -0.091 0.492 -0.11
C -5.73377 2.46902 1.62146 -0.940 1.037 -0.014 -1.58
H -5.73771 0.28855 1.62745 0.188 -0.019 -0.108 0.53
H -5.32347 3.09716 0.82027 -0.073 -0.039 0.146 0.26
H -5.62747 3.01603 2.56346 -0.060 0.087 -0.095 0.35
H -6.79897 2.33967 1.42987 -0.063 0.262 -0.013 0.39
Al -0.38392 -0.16095 1.94610 2.154 0.378 -1.179 1.06
Cl 0.04185 -2.31155 1.29957 0.245 0.766 0.553 -0.40
Cl -0.45960 0.55670 3.97743 0.068 -0.337 -0.296 -0.39
H 4.08178 -0.71915 -3.99502 0.081 -0.098 0.235 0.30
H 5.98343 -2.41915 -3.08260 0.197 0.120 0.095 0.33
C 4.41452 -0.12168 -3.13303 -0.369 0.807 0.459 -0.71
C 6.15285 -1.61461 -2.34963 -0.135 -0.402 0.332 -1.08
N 4.91081 -0.92698 -2.04242 0.096 -1.211 0.349 0.54
H 3.55036 0.45203 -2.72779 1.038 -0.455 -0.773 -0.10
C 4.10780 -1.46559 -1.05349 -0.717 1.435 -0.153 -0.48
O 3.07680 -0.95129 -0.60035 1.928 -1.134 -0.677 -0.14
H 6.54456 -2.03796 -1.41391 0.183 0.030 -0.438 0.36
H 4.50529 -2.42414 -0.66378 0.037 0.255 0.126 0.43
H 5.20258 0.56061 -3.47469 -0.089 -0.098 0.105 0.33
H 6.86393 -0.89534 -2.77770 -0.139 -0.237 0.258 0.29
H -0.29385 2.52810 -3.47178 -0.108 -0.241 0.156 0.37
H -1.13851 3.62337 -0.53441 -0.435 -0.180 -0.168 0.28
C -0.98626 1.75809 -3.10893 -0.083 -0.017 -0.043 -1.33
C -1.81584 2.98354 -1.12688 -0.031 0.607 0.198 -0.93
N -1.08041 1.83969 -1.64749 -0.389 0.187 0.205 0.83
H -0.61116 0.79404 -3.45513 0.025 0.235 0.255 0.39
C -0.41681 1.07572 -0.78265 0.748 0.074 0.261 -1.13
O -0.16330 1.39610 0.41325 -0.955 -0.827 -1.004 -0.88
H -2.67445 2.66399 -0.50205 0.548 0.097 -0.263 0.12
H -0.06606 0.09497 -1.20596 -0.075 1.005 0.431 0.77
H -1.97583 1.93866 -3.54296 0.029 -0.090 0.183 0.45
H -2.21053 3.55815 -1.97825 0.227 -0.175 0.353 0.42
O -1.97181 -0.24541 1.23973 0.985 -0.848 -1.532 -0.63
C -3.18422 -0.38244 1.88172 0.122 0.300 1.440 -0.65
C -4.84281 -1.46280 0.22184 -0.264 -0.576 0.355 0.08
C -4.02999 -1.54696 1.35478 0.109 0.893 0.096 0.55
H -4.85259 -0.53770 -0.34815 -0.064 -0.254 -0.017 0.84
C -5.70708 -2.52886 -0.08407 0.423 0.734 -0.132 -1.29
H -2.95208 -0.62640 2.95089 -0.382 -0.024 -0.436 0.65
C -4.02998 -2.69829 2.12481 -0.202 -0.145 0.328 -0.31
H -6.36616 -2.42523 -0.94467 0.088 -0.189 0.160 0.36
C -5.74373 -3.65662 0.72735 -0.310 -0.417 0.003 -0.46
C -4.91153 -3.73960 1.84055 0.391 -0.045 -0.002 -0.76
H -3.35740 -2.71939 2.99397 -0.426 -0.201 -0.346 0.35
H -6.44295 -4.47659 0.50044 0.388 0.474 0.130 0.38
H -4.92902 -4.60618 2.49890 -0.074 0.092 -0.229 0.40
Si -1.18591 -1.76251 -1.28170 -1.321 -2.099 1.208 1.06
Cl 1.82630 1.10128 -2.41832 -0.996 1.036 0.210 -0.51
C -2.53473 -0.78453 -2.14846 0.034 0.548 -0.195 -1.06
C -2.03952 -3.33793 -0.70132 0.024 0.186 0.256 -1.24
C 0.56711 -2.13092 -1.72565 -0.222 0.619 -0.355 -0.35
H -3.47543 -1.35700 -2.15265 0.556 -0.064 0.180 0.55
H -2.25364 -0.59615 -3.19549 -0.041 0.048 0.290 0.56
H -2.74513 0.18671 -1.66345 0.150 -0.534 -0.286 0.10
H 1.32946 -1.41448 -1.37637 -0.378 -0.202 -0.355 -0.42
H 0.55189 -2.16975 -2.82288 0.375 -0.042 -0.011 0.53
H 0.79609 -3.10119 -1.28073 -0.167 0.031 -0.137 0.34
H -3.12956 -3.32670 -0.78838 0.188 0.096 -0.085 0.27
H -1.77367 -3.53661 0.34870 -0.211 -0.119 -0.660 0.37
H -1.64001 -4.14124 -1.33044 0.015 -0.081 0.052 0.51
O 1.62698 0.07384 1.71611 0.418 0.652 0.619 -0.06
C 2.61402 0.87350 1.69243 -0.498 0.042 -0.569 0.11
C 3.69795 0.80147 2.75398 -0.376 -0.500 0.120 -1.22
C 5.02733 0.24168 2.22725 0.317 0.000 -0.021 -0.31
C 5.87360 1.27721 1.47055 0.092 -0.372 0.136 -0.89
C 5.23776 1.87686 0.23754 -0.481 0.264 -0.551 0.19
C 3.93650 2.64724 0.51847 0.127 -0.138 -0.176 -1.03
N 2.77465 1.77225 0.71521 -0.326 -0.462 -0.244 0.69
H 3.86026 1.79720 3.18445 -0.089 -0.135 0.018 0.43
H 3.32177 0.12038 3.52504 -0.044 0.337 -0.057 0.36
H 5.62364 -0.10406 3.09234 -0.314 0.124 -0.311 0.40
H 4.83489 -0.64959 1.60739 0.016 0.318 0.123 0.09
H 6.11973 2.09541 2.15976 0.081 -0.112 0.016 0.32
H 6.81211 0.80001 1.16865 0.022 0.094 0.152 0.38
H 5.93823 2.58428 -0.22619 -0.037 -0.106 0.110 0.42
H 5.02316 1.10926 -0.52288 0.039 0.170 0.241 -0.31
H 4.07267 3.30733 1.39048 -0.131 -0.136 -0.229 0.38
H 3.69784 3.27567 -0.35994 0.016 -0.304 0.516 0.41
H 2.21041 1.64299 -0.14448 0.138 -0.070 0.552 -0.35
```
Forces are in eV/Å.


Record 3
DFT (the ωB97M-V functional and the def2-TZVPD basis) results for an isolated molecule of C16H23NO.

Values from the calculation:
- E_tot (eV) = -20503.9301
- ΔE to the lowest compared entry with this formula, charge and spin (kJ/mol) = 11.6
- molecular weight (g mol⁻¹) = 245.366
- HOMO level (eV) = -8.699

XYZ file:
```
41
Properties=species:S:1:pos:R:3:forces:R:3:nbo_charge:R:1
C -5.30897 -0.07341 1.23686 0.004 -0.046 -0.008 -0.62
C -4.00889 -0.29242 0.52437 -0.004 -0.005 -0.017 -0.02
C -2.95858 0.60050 0.64619 -0.022 -0.075 -0.052 -0.21
C -1.74157 0.42170 -0.00709 -0.052 0.023 0.138 -0.05
C -1.56737 -0.69926 -0.81902 -0.071 -0.039 0.009 0.07
C -2.62342 -1.60125 -0.93150 -0.007 0.052 0.024 -0.22
C -3.82224 -1.41102 -0.27859 0.014 0.077 0.048 -0.20
H -4.62113 -2.12969 -0.39228 -0.090 -0.088 -0.017 0.21
H -2.49290 -2.47366 -1.55652 0.022 -0.088 -0.082 0.21
C -0.30758 -1.01805 -1.56930 0.056 0.032 0.012 -0.66
H -0.55605 -1.41545 -2.55216 0.027 -0.027 -0.057 0.22
H 0.33878 -0.15971 -1.70045 0.115 0.030 -0.085 0.23
H 0.25325 -1.78908 -1.03851 0.121 -0.026 -0.008 0.21
C -0.69006 1.49973 0.19748 -0.128 0.124 -0.185 -0.05
N 0.58210 0.94146 0.64647 -0.440 0.042 0.282 -0.62
C 1.79406 0.93042 0.05130 0.296 -0.140 0.580 0.70
O 2.02821 1.36969 -1.05407 -0.011 0.104 -0.443 -0.64
C 2.86408 0.28352 0.94278 0.085 0.174 -0.128 -0.32
H 2.81660 0.77664 1.91782 -0.032 -0.015 -0.052 0.22
C 2.61816 -1.23155 1.08541 -0.040 -0.127 -0.033 -0.40
H 1.56989 -1.50232 0.95850 -0.043 -0.032 0.086 0.21
C 3.51831 -1.85048 0.02089 0.096 -0.069 0.142 -0.40
C 4.78722 -1.01291 0.13411 -0.022 -0.017 -0.068 -0.40
H 5.43342 -1.10918 -0.73656 0.091 -0.019 0.012 0.21
C 4.26004 0.41393 0.30849 0.108 0.097 -0.018 -0.41
H 4.92746 1.02471 0.91443 0.003 0.056 -0.012 0.21
H 4.14583 0.89490 -0.66474 0.036 0.016 0.098 0.24
H 5.35247 -1.32026 1.01646 0.045 -0.060 0.004 0.19
H 3.69267 -2.91337 0.18472 -0.044 -0.051 -0.068 0.21
H 3.07264 -1.71368 -0.96534 -0.040 -0.034 -0.085 0.20
H 2.93903 -1.56575 2.07445 -0.025 -0.019 0.013 0.20
H 0.52180 0.50564 1.55440 0.145 0.013 -0.084 0.39
C -0.58304 2.40727 -1.02638 0.059 0.022 0.137 -0.60
H -1.55233 2.87282 -1.19352 -0.091 0.009 0.040 0.21
H -0.30286 1.85779 -1.91737 0.020 0.009 -0.066 0.22
H 0.15915 3.18192 -0.85525 0.047 0.078 -0.074 0.22
H -1.03805 2.13051 1.03094 0.008 -0.156 -0.207 0.19
H -3.08954 1.47551 1.26947 -0.007 0.102 0.084 0.20
H -5.30643 0.87232 1.77291 -0.055 0.050 0.052 0.21
H -6.13464 -0.06936 0.52664 -0.100 0.028 0.015 0.22
H -5.48950 -0.87658 1.95090 -0.076 -0.003 0.071 0.22
```
Forces are in eV/Å.


Record 4
DFT (the ωB97M-V functional and the def2-TZVPD basis) results for a cluster of 3 separate species, C5H16NO4 in total at a distorted geometry.

Values from the calculation:
- E_tot (eV) = -15124.8494
- ΔE to the lowest compared entry with this formula, charge and spin (kJ/mol) = 101.6
- molecular weight (g mol⁻¹) = 154.186
- HOMO level (eV) = -4.246
- charge = -1

XYZ file:
```
26
Properties=species:S:1:pos:R:3:forces:R:3:nbo_charge:R:1
C 2.80425 -0.66140 -0.77937 0.119 -0.018 -0.131 -0.43
N 1.91766 0.41107 -0.27681 -0.392 -0.719 -0.915 -0.62
C 0.45562 0.04906 -0.22603 1.610 -0.062 0.631 -0.08
C -0.11915 -0.53573 -1.50831 -0.443 -0.541 0.483 -0.46
C -1.52441 -0.02265 -1.77790 0.093 1.149 0.891 -0.04
O -2.26347 -0.02669 -0.57655 -1.226 0.846 -1.885 -0.81
C 0.23762 -0.92402 0.93561 -0.460 -0.616 -1.149 -0.04
O -1.08519 -1.32793 1.00258 0.607 -0.521 1.233 -0.90
H 3.14791 -0.47874 -1.81343 0.154 0.195 0.360 0.16
H 3.66805 -0.74839 -0.10732 -0.039 -0.127 -0.300 0.18
H 2.33263 -1.64309 -0.86238 -0.184 0.077 0.375 0.19
H 1.96841 1.11722 -0.99822 0.028 0.429 0.214 0.34
H 0.02744 0.98279 0.08130 -0.708 0.539 -0.254 0.21
H 0.56374 -0.43356 -2.33177 0.265 0.407 -0.682 0.19
H -0.22450 -1.61347 -1.35585 0.089 -0.138 0.020 0.21
H -1.48795 1.03398 -2.08086 0.157 -0.021 -0.317 0.13
H -1.99610 -0.56872 -2.58927 -0.270 -0.366 -0.227 0.13
H 0.84812 -1.80421 0.66058 0.340 -0.026 0.469 0.11
H 0.64474 -0.45397 1.83324 -0.011 -0.036 0.384 0.14
H -1.85427 -0.70685 0.04298 0.467 -0.453 0.706 0.49
H -0.13608 2.17634 2.66516 -0.128 0.011 -0.275 0.48
H -1.09268 2.61722 1.57956 0.029 -0.122 0.006 0.47
O -0.23313 2.82952 1.95669 0.054 0.078 0.254 -0.95
H -2.53378 0.88054 1.89642 -0.275 -0.047 0.064 0.44
H -1.77005 -0.41453 2.02989 -0.251 -0.097 0.286 0.50
O -2.29542 0.26620 2.60005 0.376 0.178 -0.240 -1.04
```
Forces are in eV/Å.